CH4N6O in the gas phase in a non-equilibrium geometry. Source: the OMol25 dataset; level of theory: wB97M-V/def2-TZVPD.

```
12
Properties=species:S:1:pos:R:3
N 0.690 -0.237 0.339
C -0.638 0.360 0.353
H -0.757 1.959 1.683
H 0.395 -2.017 -0.606
N 1.132 -1.088 -0.655
N -1.428 0.805 -0.574
N -0.409 0.811 1.620
N 0.695 0.277 2.380
H 1.260 -0.847 -1.822
O -0.607 0.345 -1.792
N 1.165 -0.489 1.466
H -1.498 0.121 -2.392
```

Results
SMILES string: Nn1nn[nH]/c1=N/O
DFT total energy, Ha: -443.983032
Net charge: 0
Kohn-Sham gap, eV: 9.14

---

A gas-phase ion, CH4NO2 (charge +1) in a non-equilibrium geometry. Source: the OMol25 dataset; level of theory: wB97M-V/def2-TZVPD.

```
8
Properties=species:S:1:pos:R:3
H -0.467 -1.229 -0.541
O 0.337 1.682 -0.341
N 0.467 0.471 -0.115
H -1.586 0.053 0.134
H -0.323 -0.856 1.105
H 2.370 2.043 -0.360
O 1.465 2.437 -0.535
C -0.580 -0.369 0.146
```

Results
DFT total energy, Ha: -245.216894
Net charge: +1
Kohn-Sham gap, eV: 10.35

---

2 unconnected molecules or ions with the total composition CH4NO2P in a non-equilibrium geometry. Source: the OMol25 dataset; level of theory: wB97M-V/def2-TZVPD.

```
9
Properties=species:S:1:pos:R:3
H -1.495 1.572 -0.928
C -1.790 0.895 -0.109
H 2.273 -1.927 0.094
H 0.959 -1.494 0.815
H -1.538 1.235 0.971
N 1.529 -1.287 -0.035
O -2.225 -0.192 -0.305
O 0.484 0.894 -0.090
P 1.802 0.303 -0.411
```

Results
2S+1: 3
DFT total energy, Ha: -586.954826
Net charge: 0
Kohn-Sham gap (spin up / spin down), eV: 7.77 / 6.02

---

2 unconnected molecules or ions with the total composition CH4NO2S in a non-equilibrium geometry. Source: the OMol25 dataset; level of theory: wB97M-V/def2-TZVPD.

```
9
Properties=species:S:1:pos:R:3
O 2.486 -0.946 1.693
H 0.009 1.425 -1.587
S 1.253 -1.664 1.298
O 1.305 -2.641 0.207
N -0.872 1.289 -1.120
C -0.777 0.472 0.169
H -1.205 0.694 -1.789
H -1.803 0.159 0.286
H -0.396 1.213 0.844
```

Results
DFT total energy, Ha: -643.863613
Net charge: -1
Kohn-Sham gap (spin up / spin down), eV: 5.67 / 7.53

---

2 unconnected molecules or ions with the total composition CH4NO3P in a non-equilibrium geometry. Source: the OMol25 dataset; level of theory: wB97M-V/def2-TZVPD.

```
10
Properties=species:S:1:pos:R:3
H 0.397 -1.058 -0.582
P -1.094 0.432 1.174
H 2.319 1.085 -0.428
N -1.731 -0.407 -0.595
O -1.502 -0.444 2.298
H 3.082 -0.270 -1.005
O 2.421 0.055 -0.250
H -2.173 -0.755 -1.454
O -1.226 1.878 1.027
C -0.494 -0.517 -0.185
```

Results
DFT total energy, Ha: -662.301822
Net charge: 0
Kohn-Sham gap, eV: 10.50

---

2 unconnected molecules or ions with the total composition CH4NO3S in a non-equilibrium geometry. Source: the OMol25 dataset; level of theory: wB97M-V/def2-TZVPD.

```
10
Properties=species:S:1:pos:R:3
C 0.509 1.043 -0.134
O 0.229 0.064 0.839
O -0.275 -1.070 -2.185
O -1.551 -2.717 -1.050
N -0.048 0.776 2.065
H -0.439 1.702 -0.182
H 0.517 0.476 -1.121
H -0.105 0.076 2.698
S -0.346 -1.907 -0.971
H 1.510 1.558 0.039
```

Results
DFT total energy, Ha: -719.054107
Net charge: -1
Kohn-Sham gap (spin up / spin down), eV: 9.20 / 4.39

---

Across the entries above, energy relative to the best compared isomer or geometry (same formula, charge and spin) takes the values 535.4; 694.9; 84.4; 444.4; 257.4; 412.3 kJ/mol, respectively.